(1)
This record from the Open Molecules 2025 dataset describes C18H21BrN2O3 in the gas phase. The level of theory is the ωB97M-V functional and the def2-TZVPD basis.

Energy above the lowest of the compared OMol25 structures with the same formula, charge and spin in kcal per mole: 0.0
SMILES string: CC1=C(C(=O)OC2CCCCC2)[C@@H](c2ccccc2Br)NC(=O)N1
Total charge: 0
Kohn-Sham gap in eV: 9.42
Highest occupied orbital energy in eV: -8.81

Cartesian coordinates (Å):
C -0.858 -2.819 -0.110
C 0.557 -2.345 -0.167
C 0.978 -1.182 -0.713
C 0.152 -0.125 -1.303
O 0.631 0.815 -1.902
O -1.163 -0.263 -1.088
C -2.001 0.801 -1.562
C -1.940 1.992 -0.603
C -2.510 1.620 0.762
C -3.947 1.129 0.620
C -3.998 -0.083 -0.306
C -3.423 0.260 -1.678
H -3.422 -0.625 -2.316
H -4.038 1.024 -2.157
H -5.028 -0.428 -0.418
H -3.415 -0.895 0.131
H -4.351 0.865 1.599
H -4.565 1.930 0.207
H -1.899 0.830 1.204
H -2.470 2.487 1.424
H -0.902 2.319 -0.508
H -2.515 2.811 -1.037
H -1.625 1.111 -2.546
C 2.444 -0.816 -0.699
N 3.267 -1.967 -0.380
C 2.857 -3.071 0.274
O 3.595 -3.934 0.691
N 1.476 -3.190 0.401
H 1.164 -4.062 0.805
H 4.265 -1.863 -0.489
C 2.714 0.323 0.274
C 1.869 0.570 1.348
C 2.105 1.614 2.225
C 3.206 2.434 2.045
C 4.073 2.197 0.995
C 3.822 1.149 0.127
Br 5.068 0.852 -1.287
H 4.940 2.823 0.845
H 3.393 3.255 2.720
H 1.427 1.787 3.047
H 1.008 -0.066 1.492
H 2.715 -0.465 -1.706
H -0.893 -3.898 0.027
H -1.390 -2.552 -1.018
H -1.375 -2.347 0.725

Atoms 1-6, force components in eV/Å:
C -0.09 -0.07 0.02
C 0.00 0.51 -0.31
C 0.35 -0.25 -0.03
C 0.18 0.06 -0.17
O -0.08 -0.14 0.09
O -0.21 -0.18 0.17

(2)
This record from the Open Molecules 2025 dataset describes a 2-piece molecular cluster, C8H10NP overall. The level of theory is the ωB97M-V functional and the def2-TZVPD basis.

Energy above the lowest of the compared OMol25 structures with the same formula, charge and spin in kcal per mole: 97.7
Total charge: 0
Kohn-Sham gap (alpha / beta) in eV: 6.37 / 6.60
Highest occupied orbital energy (alpha / beta) in eV: -9.08 / -9.22

Cartesian coordinates (Å):
C -4.063 -0.449 -0.497
C -0.895 -0.553 0.520
C 0.330 1.647 0.195
C 0.447 -0.685 0.458
C 1.139 0.573 0.209
C 1.184 -1.973 0.596
C 2.610 0.614 -0.039
C -2.037 1.495 -1.047
N -4.843 -1.238 -0.211
P -1.399 1.166 0.555
H -1.588 -1.356 0.704
H 0.628 2.663 0.012
H 1.764 -1.972 1.517
H 1.876 -2.120 -0.230
H 0.490 -2.809 0.627
H 2.868 -0.069 -0.849
H 3.160 0.304 0.849
H 2.928 1.616 -0.317
H -1.981 0.760 -1.831
H -2.619 2.385 -1.221

Atoms 1-6, force components in eV/Å:
C 2.11 2.37 -0.71
C -0.06 0.15 0.12
C -0.46 0.41 -0.30
C -0.52 -0.08 -0.08
C 0.01 0.29 -0.17
C -0.14 -0.05 0.04

(3)
This record from the Open Molecules 2025 dataset describes C15H19AsClN2O9PtS as an isolated structure. The level of theory is the ωB97M-V functional and the def2-TZVPD basis.

Energy above the lowest of the compared OMol25 structures with the same formula, charge and spin in kcal per mole: 0.0
<S²>: 6.020
Spin multiplicity: 5
Total charge: +1
Kohn-Sham gap (alpha / beta) in eV: 8.32 / 6.56
Highest occupied orbital energy (alpha / beta) in eV: -11.51 / -12.79

Cartesian coordinates (Å):
Pt 0.541 -0.588 0.193
O -0.323 -2.607 3.717
Cl -0.065 -2.431 2.338
O 0.051 -3.666 1.635
O -1.110 -1.607 1.702
O 1.184 -1.641 2.165
O 1.365 2.918 2.136
C 1.105 2.064 1.313
O 0.260 1.088 1.486
C 1.762 2.109 -0.052
C 2.373 3.254 -0.522
C 2.896 3.246 -1.806
C 2.802 2.092 -2.571
C 2.197 0.977 -2.023
N 1.689 0.992 -0.788
H 2.419 4.119 0.123
H 3.371 4.131 -2.209
H 3.194 2.050 -3.578
H 2.111 0.048 -2.571
N 0.597 -2.392 -1.007
C -0.176 -2.152 -2.203
C -1.527 -1.858 -2.080
C -2.262 -1.558 -3.214
C -1.639 -1.545 -4.454
C -0.294 -1.869 -4.577
C 0.442 -2.176 -3.446
S -2.550 -1.091 -5.888
O -2.010 -1.815 -7.012
O -2.311 0.348 -6.173
O -3.950 -1.250 -5.597
H 1.532 -2.714 -1.234
H 0.165 -3.112 -0.424
H -2.007 -1.881 -1.108
H -3.318 -1.339 -3.138
H 0.168 -1.898 -5.555
H 1.488 -2.447 -3.534
C 1.010 0.837 4.782
As -0.725 0.718 3.970
C -1.407 2.496 3.723
C -1.933 -0.120 5.227
H 0.860 1.186 5.805
H 1.597 1.554 4.212
H 1.483 -0.141 4.784
H -1.642 2.890 4.714
H -2.312 2.463 3.121
H -0.642 3.094 3.239
H -2.082 0.600 6.033
H -1.495 -1.039 5.605
H -2.882 -0.336 4.741

Atoms 1-6, force components in eV/Å:
Pt -0.28 0.17 0.30
O 0.00 0.10 0.02
Cl -0.12 -0.01 -0.09
O 0.03 -0.03 0.03
O 0.11 -0.21 0.02
O 0.08 -0.04 -0.15

F_max, record by record: 1.0 3.3 0.8 eV Å⁻¹